ORCA calculation (wB97M-V/def2-TZVPD) on a molecular structure, C11H24O6V in a non-equilibrium geometry.

```
! wB97M-V def2-TZVPD RIJCOSX def2/J DEFGRID3
* xyz 1 3
V -0.329 -0.321 0.352
O 2.014 -0.733 0.173
O -2.426 -2.360 -0.777
O 0.779 -0.379 2.531
O -0.997 1.165 0.450
O -0.349 -2.270 0.135
O 0.669 -0.156 -2.097
C -3.107 2.153 -0.150
C -2.354 -3.812 -0.912
C 0.268 0.863 -3.008
C 2.057 -0.429 -2.162
C 2.362 -1.386 -1.057
C 2.194 -0.528 2.487
C 2.491 -1.421 1.332
C -1.764 2.402 0.486
C 0.362 0.598 3.489
C -0.968 3.489 -0.199
C -1.427 -1.736 -0.264
H -3.743 3.031 -0.036
H 3.563 -1.603 1.252
H -1.322 -4.145 -0.888
H 0.765 1.808 -2.774
H -1.017 3.377 -1.284
H -1.901 2.660 1.533
H -0.723 0.586 3.519
H -2.817 -4.045 -1.863
H 1.778 -2.301 -1.164
H -3.601 1.301 0.316
H 2.626 0.497 -2.029
H -2.919 -4.253 -0.097
H -1.368 4.467 0.069
H 2.565 -0.965 3.417
H 1.968 -2.376 1.436
H -0.808 0.981 -2.911
H 0.752 0.347 4.475
H 3.423 -1.637 -1.058
H 0.508 0.578 -4.034
H -2.985 1.943 -1.214
H 2.325 -0.875 -3.124
H 0.078 3.450 0.108
H 0.714 1.591 3.203
H 2.663 0.448 2.336
*
```

Output
DFT total energy, hartree: -1828.71790
Expectation value of S²: 2.016
ΔE to the lowest compared entry with this formula, charge and spin, kcal/mol: 27.3
LUMO (spin up / spin down), eV: -2.4 / -2.4

Atom charges from the Mulliken analysis, given in e for atoms 1 to 6: V 1.299; O -0.308; O -0.320; O -0.194; O -0.862; O -0.545